1.
Here is C36H27N3O11S as an isolated structure from the OMol25 dataset. Energies are from ωB97M-V/def2-TZVPD.

Calculated values
HOMO: -8.68 eV
orbital gap: 6.93 eV

Geometry as ORCA input:
```
! wB97M-V def2-TZVPD RIJCOSX def2/J DEFGRID3
* xyz 0 1
C -0.211 5.564 3.626
C -0.611 4.947 2.451
C 0.563 4.394 1.569
C 0.867 2.962 1.470
O 0.085 2.045 2.159
C 2.026 2.497 0.614
N 2.414 1.115 0.394
C 3.274 0.585 1.464
C 4.779 0.316 1.042
O 2.912 0.336 2.589
C 1.284 0.236 0.068
C 0.879 0.208 -1.464
O 0.680 -0.458 0.848
C 2.828 3.505 -0.099
C 2.535 4.964 -0.014
N 3.249 5.980 -0.649
S 2.405 7.333 -0.198
N 1.154 6.831 0.794
C 1.364 5.441 0.818
H -0.755 5.440 4.596
H 0.745 6.157 3.541
H -1.682 4.876 2.131
H 0.453 1.856 3.043
H 5.443 0.148 1.923
H 5.071 1.223 0.427
H 4.774 -0.543 0.306
H 0.847 1.244 -1.904
H 1.669 -0.362 -2.030
H -0.097 -0.323 -1.585
H 3.689 3.149 -0.724
C 4.735 6.007 -4.852
C 3.809 6.456 -4.005
C 2.581 7.124 -4.495
O 1.736 7.537 -3.726
C 2.422 7.271 -5.960
C 3.348 6.821 -6.805
C 4.575 6.153 -6.316
O 5.419 5.741 -7.087
H 5.639 5.517 -4.512
H 3.910 6.356 -2.932
H 1.518 7.760 -6.299
H 3.247 6.921 -7.879
C -1.308 -3.276 -0.689
C -2.597 -3.580 -0.834
C -3.105 -4.190 -2.083
O -4.281 -4.467 -2.220
C -2.125 -4.449 -3.164
C -0.838 -4.145 -3.017
C -0.331 -3.535 -1.766
O 0.847 -3.258 -1.630
H -0.918 -2.829 0.218
H -3.330 -3.396 -0.048
H -2.514 -4.896 -4.071
H -0.108 -4.327 -3.796
C -6.290 -3.757 2.135
C -7.020 -3.672 3.246
C -6.957 -2.475 4.116
O -7.621 -2.397 5.129
C -6.053 -1.378 3.702
C -5.323 -1.464 2.591
C -5.387 -2.660 1.723
O -4.722 -2.739 0.707
H -6.323 -4.624 1.487
H -7.687 -4.464 3.562
H -6.020 -0.510 4.349
H -4.657 -0.672 2.274
C -0.700 -7.973 3.002
C -1.404 -7.513 1.969
C -0.834 -6.518 1.034
O -1.475 -6.096 0.092
C 0.549 -6.055 1.288
C 1.254 -6.515 2.320
C 0.684 -7.510 3.257
O 1.326 -7.931 4.197
H -1.100 -8.700 3.697
H -2.416 -7.841 1.768
H 0.950 -5.327 0.592
H 2.266 -6.186 2.522
*
```

Mulliken analysis output, partial charges in e: -0.617 -0.621 0.728 0.074 -0.517 -0.019 0.459 0.415 -0.944 -0.475 0.501 -0.932 -0.481 -0.772 0.318 -0.581 0.198 -0.633 0.690 0.279 0.234 0.322 0.332 0.313 0.250 0.261 0.352 0.265 0.183 0.379 -0.471 -0.060 0.442 -0.528 -0.397 -0.362 0.344 -0.546 0.422 0.380 0.411 0.406 -0.145 -0.628 0.215 -0.602 -0.388 -0.574 0.304 -0.631 0.699 0.913 0.427 0.444 -0.310 -0.379 0.335 -0.544 -0.374 -0.361 0.335 -0.504 0.470 0.405 0.401 0.468 -0.358 -0.433 0.423 -0.440 -0.163 -0.448 0.294 -0.550 0.401 0.432 0.432 0.431

***

2.
Here is C36H27N5RhSb as an isolated structure from the OMol25 dataset. Energies are from ωB97M-V/def2-TZVPD.

Calculated values
HOMO (alpha / beta): -13.91 / -14.01 eV
orbital gap (alpha / beta): 7.40 / 4.92 eV

Geometry as ORCA input:
```
! wB97M-V def2-TZVPD RIJCOSX def2/J DEFGRID3
* xyz 2 5
Rh -0.279 1.617 0.581
C -1.393 2.498 4.497
C -2.481 1.654 4.696
C -3.196 1.212 3.603
C -2.777 1.550 2.309
N -1.658 2.303 2.124
C -1.031 2.805 3.201
N -3.595 1.180 1.282
C -3.334 1.100 0.027
N -2.078 1.200 -0.539
C -2.198 1.107 -1.888
N -1.231 1.209 -2.757
C 0.044 1.621 -2.579
C 0.856 1.569 -3.728
C 2.155 2.029 -3.682
C 2.625 2.576 -2.498
C 1.775 2.620 -1.401
N 0.531 2.139 -1.417
C -3.606 0.868 -2.238
C -4.239 0.670 -3.447
C -5.618 0.470 -3.421
C -6.327 0.483 -2.226
C -5.686 0.693 -1.008
C -4.319 0.873 -1.036
H -0.845 2.921 5.327
H -2.786 1.380 5.697
H -4.094 0.620 3.702
H -0.222 3.500 3.007
H 0.413 1.178 -4.632
H 2.790 1.986 -4.556
H 3.627 2.975 -2.424
H 2.107 3.077 -0.479
H -3.691 0.674 -4.380
H -6.148 0.303 -4.349
H -7.398 0.330 -2.244
H -6.241 0.717 -0.079
C 2.646 -4.770 3.214
C 2.402 -4.809 1.849
C 1.739 -3.759 1.226
C 1.344 -2.677 1.996
C 1.565 -2.627 3.364
C 2.227 -3.684 3.972
Sb 0.546 -0.943 0.986
C 0.531 -1.614 -1.046
C 1.575 -1.348 -1.924
C 1.535 -1.869 -3.211
C 0.451 -2.628 -3.625
C -0.601 -2.875 -2.753
C -0.563 -2.371 -1.461
C 2.362 0.214 1.132
C 2.325 1.412 1.846
C 3.463 2.204 1.961
C 4.642 1.792 1.359
C 4.692 0.581 0.678
C 3.560 -0.214 0.566
H 3.159 -5.593 3.692
H 2.724 -5.656 1.259
H 1.540 -3.796 0.162
H 1.237 -1.784 3.960
H 2.412 -3.657 5.037
H 2.423 -0.749 -1.613
H 2.360 -1.688 -3.890
H 0.429 -3.035 -4.627
H -1.446 -3.469 -3.078
H -1.376 -2.578 -0.774
H 1.430 1.689 2.410
H 3.436 3.124 2.531
H 5.532 2.401 1.448
H 5.626 0.245 0.244
H 3.619 -1.174 0.067
*
```

Mulliken analysis output, partial charges in e: 0.256 -0.594 -0.456 -0.302 0.514 -0.606 -0.264 -0.481 -0.353 0.392 -0.309 -0.302 0.504 -0.383 -0.520 -0.672 -0.226 -0.170 0.460 -0.224 -0.692 -0.651 -0.166 0.157 0.460 0.480 0.512 0.602 0.547 0.488 0.479 0.605 0.559 0.435 0.432 0.541 -0.541 -0.672 -0.218 0.539 -0.680 -0.537 1.327 0.916 -0.281 -0.678 -0.613 -0.762 -0.980 0.740 -0.497 -0.586 -0.553 -0.813 -0.714 0.405 0.413 0.408 0.360 0.404 0.332 0.468 0.431 0.463 0.511 0.345 0.475 0.457 0.451 0.626

***

3.
Here is a 2-piece molecular cluster, C36H28F3N2S overall from the OMol25 dataset. Energies are from ωB97M-V/def2-TZVPD.

Calculated values
HOMO: -9.76 eV
orbital gap: 3.38 eV
ΔE to the lowest compared entry with this formula, charge and spin: 0.0 kcal/mol

Geometry as ORCA input:
```
! wB97M-V def2-TZVPD RIJCOSX def2/J DEFGRID3
* xyz 1 1
F -2.078 -6.784 1.656
C -1.688 -5.476 1.468
C -2.347 -4.493 2.202
C -1.851 -3.193 2.060
F -2.587 -2.208 2.679
C -0.743 -2.854 1.304
C -0.068 -3.895 0.594
C 1.192 -3.652 -0.021
C 2.243 -4.614 -0.123
C 3.552 -4.219 -0.592
C 4.557 -5.155 -0.793
C 4.344 -6.548 -0.690
C 3.113 -6.926 -0.154
F 2.837 -8.268 -0.023
C 2.157 -6.010 0.259
C -0.689 -5.184 0.553
H -3.192 -4.701 2.856
H -0.380 -1.834 1.267
H 1.427 -2.654 -0.392
H 3.745 -3.161 -0.757
H 5.554 -4.835 -1.091
H 5.103 -7.295 -0.925
H 1.342 -6.399 0.849
H -0.388 -5.913 -0.197
C 1.003 6.866 2.385
C -0.320 6.462 2.547
C -0.740 5.212 2.097
C 0.177 4.322 1.525
C -0.416 2.964 1.079
C -0.577 2.014 2.255
C -1.756 1.272 2.352
C -1.940 0.394 3.416
C -0.939 0.216 4.376
C 0.262 0.933 4.255
C 0.414 1.875 3.227
C 0.240 2.359 -0.180
C 0.067 3.402 -1.276
C 0.161 2.946 -2.707
N -0.470 1.608 -2.820
C -1.182 1.226 -3.965
C -1.868 0.032 -3.768
C -2.706 -0.443 -4.779
C -2.688 0.130 -6.053
C -1.953 1.309 -6.246
C -1.326 1.943 -5.166
S -1.527 -0.654 -2.199
C -0.641 0.792 -1.727
N -0.329 1.029 -0.508
C 1.503 4.742 1.319
C 1.898 6.017 1.741
H 1.314 7.830 2.763
H -1.054 7.097 3.031
H -1.790 4.897 2.160
H -1.464 3.216 0.831
H -2.522 1.380 1.584
H -2.853 -0.193 3.468
H -1.089 -0.483 5.199
H 1.080 0.746 4.953
H 1.309 2.494 3.147
H 1.305 2.138 0.023
H -0.922 3.875 -1.170
H 0.758 4.220 -1.066
H -0.430 3.608 -3.346
H 1.183 2.931 -3.124
H -3.358 -1.274 -4.561
H -3.242 -0.318 -6.877
H -1.883 1.727 -7.250
H -0.965 2.965 -5.308
H 2.214 4.081 0.809
H 2.910 6.364 1.564
*
```

Mulliken analysis output, partial charges in e: -0.277 0.347 -0.608 0.221 -0.193 -0.488 0.630 -0.520 0.778 -0.857 -0.418 -0.421 0.219 -0.269 -0.523 -1.191 0.496 0.648 0.469 0.389 0.390 0.444 0.747 0.955 -0.503 -0.645 -0.527 -0.162 -0.135 -0.001 -0.057 -0.740 -0.431 -0.874 -0.142 0.100 -1.007 -0.659 0.171 0.367 0.486 -0.398 -0.603 -0.641 -0.720 -0.193 0.275 -0.213 0.377 -0.858 0.408 0.409 0.337 0.537 0.354 0.380 0.425 0.407 0.451 0.139 0.455 0.562 0.422 0.226 0.400 0.373 0.378 0.303 0.398 0.401

***

Number 1: strongest force on any atom 4.4 eV Å⁻¹, E -75588.6383 eV. Number 2: strongest force on any atom 1.0 eV Å⁻¹, E -54749.6256 eV. Number 3: strongest force on any atom 2.0 eV Å⁻¹, E -59746.1655 eV.